A 9-piece molecular cluster, C81H171N9O9 overall at a distorted geometry. Source: the OMol25 dataset; level of theory: wB97M-V/def2-TZVPD.

Calculated values
F_max: 4.947 eV/A
frontier orbital gap: 8.31 eV

Last columns: bonded neighbours and bond lengths (Å).
Cartesian coordinates (Å):
1 C -28.863 17.786 19.494  C2 1.608, H12 1.090, H13 1.090, H14 1.090
2 C -27.327 17.342 19.659  C1 1.608, C3 1.598, C4 1.559, N10 1.548
3 C -26.571 17.264 18.253  C2 1.598, H15 1.090, H16 1.090, H17 1.090
4 C -26.707 18.571 20.390  C2 1.559, C5 1.526, H18 1.090, H19 1.090
5 C -25.318 18.374 20.990  C4 1.526, C6 1.557, H20 1.090, H21 1.090
6 C -25.283 17.106 21.892  C5 1.557, C7 1.548, H22 1.090, H23 1.090
7 C -25.850 15.825 21.230  C6 1.548, C8 1.528, C9 1.588, N10 1.502
8 C -24.882 15.235 20.205  C7 1.528, H24 1.090, H25 1.090, H26 1.090
9 C -25.977 14.686 22.328  C7 1.588, H27 1.090, H28 1.090, H29 1.090
10 N -27.187 16.135 20.619  C2 1.548, C7 1.502, O11 1.402
11 O -27.776 15.007 20.029  N10 1.402, H30 0.960
12 H -28.966 18.737 18.972  C1 1.090
13 H -29.273 16.923 18.969  C1 1.090
14 H -29.260 17.842 20.507  C1 1.090
15 H -26.261 16.265 17.945  C3 1.090
16 H -27.152 17.746 17.467  C3 1.090
17 H -25.669 17.861 18.382  C3 1.090
18 H -26.513 19.335 19.638  C4 1.090
19 H -27.387 19.008 21.121  C4 1.090
20 H -24.516 18.381 20.252  C5 1.090
21 H -25.210 19.318 21.525  C5 1.090
22 H -25.715 17.177 22.890  C6 1.090
23 H -24.209 16.989 22.037  C6 1.090
24 H -23.885 15.096 20.623  C8 1.090
25 H -24.743 15.834 19.305  C8 1.090
26 H -25.250 14.275 19.843  C8 1.090
27 H -26.484 15.163 23.167  C9 1.090
28 H -25.015 14.280 22.643  C9 1.090
29 H -26.577 13.834 22.008  C9 1.090
30 H -28.511 14.801 20.611  O11 0.960
31 C -22.521 20.364 23.591  C32 1.606, H42 1.090, H43 1.090, H44 1.090
32 C -22.208 21.576 22.585  C31 1.606, C33 1.544, C34 1.559, N40 1.490
33 C -23.477 22.453 22.533  C32 1.544, H45 1.090, H46 1.090, H47 1.090
34 C -21.115 22.549 23.123  C32 1.559, C35 1.556, H48 1.090, H49 1.090
35 C -19.629 22.127 22.935  C34 1.556, C36 1.470, H50 1.090, H51 1.090
36 C -19.395 21.702 21.548  C35 1.470, C37 1.585, H52 1.090, H53 1.090
37 C -20.402 20.645 20.931  C36 1.585, C38 1.446, C39 1.607, N40 1.521
38 C -20.214 20.827 19.509  C37 1.446, H54 1.090, H55 1.090, H56 1.090
39 C -20.185 19.115 21.374  C37 1.607, H57 1.090, H58 1.090, H59 1.090
40 N -21.813 21.136 21.217  C32 1.490, C37 1.521, O41 1.439
41 O -22.857 20.416 20.536  N40 1.439, H60 0.960
42 H -22.983 20.614 24.545  C31 1.090
43 H -23.306 19.763 23.131  C31 1.090
44 H -21.624 19.768 23.762  C31 1.090
45 H -23.613 23.091 21.660  C33 1.090
46 H -24.371 21.830 22.559  C33 1.090
47 H -23.514 23.027 23.459  C33 1.090
48 H -21.288 23.526 22.670  C34 1.090
49 H -21.205 22.683 24.201  C34 1.090
50 H -18.962 22.922 23.269  C35 1.090
51 H -19.552 21.228 23.546  C35 1.090
52 H -18.336 21.471 21.429  C36 1.090
53 H -19.480 22.584 20.914  C36 1.090
54 H -20.283 21.846 19.129  C38 1.090
55 H -20.959 20.256 18.956  C38 1.090
56 H -19.305 20.357 19.135  C38 1.090
57 H -19.259 18.814 20.884  C39 1.090
58 H -20.971 18.493 20.945  C39 1.090
59 H -20.003 18.886 22.424  C39 1.090
60 H -23.274 21.046 19.944  O41 0.960
61 C -18.416 13.607 14.443  C62 1.494, H72 1.090, H73 1.090, H74 1.090
62 C -19.393 12.726 15.153  C61 1.494, C63 1.526, C64 1.489, N70 1.517
63 C -19.628 11.532 14.232  C62 1.526, H75 1.090, H76 1.090, H77 1.090
64 C -18.718 12.285 16.405  C62 1.489, C65 1.566, H78 1.090, H79 1.090
65 C -19.682 11.503 17.359  C64 1.566, C66 1.507, H80 1.090, H81 1.090
66 C -20.787 12.441 17.771  C65 1.507, C67 1.582, H82 1.090, H83 1.090
67 C -21.583 13.090 16.567  C66 1.582, C68 1.548, C69 1.579, N70 1.534
68 C -22.598 12.036 16.063  C67 1.548, H84 1.090, H85 1.090, H86 1.090
69 C -22.393 14.287 17.201  C67 1.579, H87 1.090, H88 1.090, H89 1.090
70 N -20.575 13.599 15.529  C62 1.517, C67 1.534, O71 1.367
71 O -21.265 14.111 14.465  N70 1.367, H90 0.960
72 H -17.514 13.026 14.251  C61 1.090
73 H -18.814 14.067 13.538  C61 1.090
74 H -18.005 14.460 14.983  C61 1.090
75 H -18.740 10.912 14.104  C63 1.090
76 H -20.341 10.869 14.723  C63 1.090
77 H -20.119 11.866 13.318  C63 1.090
78 H -17.844 11.668 16.199  C64 1.090
79 H -18.370 13.154 16.964  C64 1.090
80 H -20.029 10.559 16.939  C65 1.090
81 H -19.171 11.356 18.311  C65 1.090
82 H -20.606 13.246 18.482  C66 1.090
83 H -21.509 11.861 18.347  C66 1.090
84 H -23.236 11.672 16.869  C68 1.090
85 H -22.211 11.059 15.774  C68 1.090
86 H -23.240 12.287 15.219  C68 1.090
87 H -21.951 14.796 18.058  C69 1.090
88 H -23.421 14.005 17.427  C69 1.090
89 H -22.369 15.024 16.398  C69 1.090
90 H -20.840 14.949 14.266  O71 0.960
91 C -21.758 15.990 9.449  C92 1.550, H102 1.090, H103 1.090, H104 1.090
92 C -20.954 14.824 10.078  C91 1.550, C93 1.527, C94 1.571, N100 1.458
93 C -21.889 13.954 10.916  C92 1.527, H105 1.090, H106 1.090, H107 1.090
94 C -20.554 13.830 8.928  C92 1.571, C95 1.548, H108 1.090, H109 1.090
95 C -19.402 14.364 8.044  C94 1.548, C96 1.583, H110 1.090, H111 1.090
96 C -18.242 14.622 9.091  C95 1.583, C97 1.544, H112 1.090, H113 1.090
97 C -18.458 15.559 10.298  C96 1.544, C98 1.537, C99 1.558, N100 1.514
98 C -17.287 15.309 11.263  C97 1.537, H114 1.090, H115 1.090, H116 1.090
99 C -18.469 17.062 9.889  C97 1.558, H117 1.090, H118 1.090, H119 1.090
100 N -19.797 15.176 10.891  C92 1.458, C97 1.514, O101 1.368
101 O -20.093 15.927 11.995  N100 1.368, H120 0.960
102 H -22.014 16.659 10.270  C91 1.090
103 H -21.205 16.447 8.628  C91 1.090
104 H -22.693 15.705 8.966  C91 1.090
105 H -22.679 13.487 10.328  C93 1.090
106 H -21.364 13.146 11.426  C93 1.090
107 H -22.251 14.450 11.816  C93 1.090
108 H -20.129 12.937 9.387  C94 1.090
109 H -21.432 13.465 8.395  C94 1.090
110 H -19.039 13.616 7.338  C95 1.090
111 H -19.644 15.191 7.377  C95 1.090
112 H -17.426 14.949 8.446  C96 1.090
113 H -17.988 13.625 9.450  C96 1.090
114 H -16.341 15.792 11.019  C98 1.090
115 H -17.470 14.241 11.379  C98 1.090
116 H -17.598 15.676 12.241  C98 1.090
117 H -17.551 17.477 9.473  C99 1.090
118 H -18.756 17.566 10.812  C99 1.090
119 H -19.299 17.290 9.221  C99 1.090
120 H -20.587 16.651 11.604  O101 0.960
121 C -24.469 25.481 10.061  C122 1.550, H132 1.090, H133 1.090, H134 1.090
122 C -25.568 24.792 10.908  C121 1.550, C123 1.565, C124 1.513, N130 1.503
123 C -25.031 23.362 11.251  C122 1.565, H135 1.090, H136 1.090, H137 1.090
124 C -25.872 25.588 12.158  C122 1.513, C125 1.511, H138 1.090, H139 1.090
125 C -26.643 26.875 11.978  C124 1.511, C126 1.513, H140 1.090, H141 1.090
126 C -27.949 26.560 11.281  C125 1.513, C127 1.580, H142 1.090, H143 1.090
127 C -27.783 25.934 9.839  C126 1.580, C128 1.614, C129 1.516, N130 1.536
128 C -29.259 25.396 9.465  C127 1.614, H144 1.090, H145 1.090, H146 1.090
129 C -27.319 26.892 8.760  C127 1.516, H147 1.090, H148 1.090, H149 1.090
130 N -26.797 24.774 10.043  C122 1.503, C127 1.536, O131 1.401
131 O -26.717 23.900 8.951  N130 1.401, H150 0.960
132 H -23.684 25.695 10.786  C121 1.090
133 H -24.202 24.693 9.356  C121 1.090
134 H -24.647 26.459 9.613  C121 1.090
135 H -25.707 22.724 11.820  C123 1.090
136 H -24.927 22.810 10.317  C123 1.090
137 H -24.128 23.376 11.861  C123 1.090
138 H -26.284 24.927 12.920  C124 1.090
139 H -24.964 25.987 12.612  C124 1.090
140 H -26.849 27.546 12.812  C125 1.090
141 H -25.931 27.545 11.496  C125 1.090
142 H -28.488 27.501 11.169  C126 1.090
143 H -28.446 25.918 12.008  C126 1.090
144 H -29.424 25.142 8.417  C128 1.090
145 H -29.962 26.131 9.856  C128 1.090
146 H -29.589 24.490 9.972  C128 1.090
147 H -27.097 26.358 7.836  C129 1.090
148 H -26.467 27.534 8.984  C129 1.090
149 H -28.064 27.597 8.393  C129 1.090
150 H -27.317 23.196 9.207  O131 0.960
151 C -22.271 24.231 16.989  C152 1.465, H162 1.090, H163 1.090, H164 1.090
152 C -23.410 24.411 17.892  C151 1.465, C153 1.607, C154 1.495, N160 1.453
153 C -22.830 24.375 19.390  C152 1.607, H165 1.090, H166 1.090, H167 1.090
154 C -23.958 25.771 17.600  C152 1.495, C155 1.523, H168 1.090, H169 1.090
155 C -25.239 26.086 18.361  C154 1.523, C156 1.511, H170 1.090, H171 1.090
156 C -26.280 25.065 17.963  C155 1.511, C157 1.577, H172 1.090, H173 1.090
157 C -25.848 23.576 18.254  C156 1.577, C158 1.554, C159 1.595, N160 1.548
158 C -26.006 23.223 19.759  C157 1.554, H174 1.090, H175 1.090, H176 1.090
159 C -26.885 22.801 17.321  C157 1.595, H177 1.090, H178 1.090, H179 1.090
160 N -24.403 23.361 17.742  C152 1.453, C157 1.548, O161 1.406
161 O -23.915 22.062 17.970  N160 1.406, H180 0.960
162 H -22.605 23.980 15.982  C151 1.090
163 H -21.589 25.071 16.854  C151 1.090
164 H -21.562 23.527 17.424  C151 1.090
165 H -22.093 23.619 19.662  C153 1.090
166 H -22.115 25.185 19.531  C153 1.090
167 H -23.571 24.539 20.173  C153 1.090
168 H -23.250 26.447 18.080  C154 1.090
169 H -23.978 26.076 16.553  C154 1.090
170 H -25.151 26.114 19.447  C155 1.090
171 H -25.594 27.061 18.027  C155 1.090
172 H -26.457 25.284 16.910  C156 1.090
173 H -27.182 25.298 18.530  C156 1.090
174 H -25.417 22.351 20.043  C158 1.090
175 H -27.030 22.862 19.859  C158 1.090
176 H -25.904 24.026 20.488  C158 1.090
177 H -27.934 22.990 17.547  C159 1.090
178 H -26.576 21.760 17.419  C159 1.090
179 H -26.799 23.081 16.271  C159 1.090
180 H -24.110 21.698 17.103  O161 0.960
181 C -12.716 20.150 14.140  C182 1.487, H192 1.090, H193 1.090, H194 1.090
182 C -14.018 19.737 13.551  C181 1.487, C183 1.542, C184 1.544, N190 1.467
183 C -14.059 19.932 12.022  C182 1.542, H195 1.090, H196 1.090, H197 1.090
184 C -13.980 18.214 13.799  C182 1.544, C185 1.559, H198 1.090, H199 1.090
185 C -15.383 17.568 13.584  C184 1.559, C186 1.550, H200 1.090, H201 1.090
186 C -16.505 18.343 14.321  C185 1.550, C187 1.542, H202 1.090, H203 1.090
187 C -16.550 19.878 14.180  C186 1.542, C188 1.552, C189 1.578, N190 1.536
188 C -17.233 20.112 12.806  C187 1.552, H204 1.090, H205 1.090, H206 1.090
189 C -17.405 20.522 15.339  C187 1.578, H207 1.090, H208 1.090, H209 1.090
190 N -15.119 20.435 14.225  C182 1.467, C187 1.536, O191 1.393
191 O -15.076 21.816 14.055  N190 1.393, H210 0.960
192 H -12.768 21.232 14.022  C181 1.090
193 H -12.587 20.082 15.221  C181 1.090
194 H -11.751 19.950 13.674  C181 1.090
195 H -13.061 20.175 11.658  C183 1.090
196 H -14.273 19.125 11.321  C183 1.090
197 H -14.582 20.830 11.693  C183 1.090
198 H -13.332 17.696 13.091  C184 1.090
199 H -13.595 17.966 14.788  C184 1.090
200 H -15.661 17.553 12.530  C185 1.090
201 H -15.428 16.510 13.842  C185 1.090
202 H -16.460 18.026 15.363  C186 1.090
203 H -17.478 17.943 14.036  C186 1.090
204 H -18.322 20.082 12.759  C188 1.090
205 H -17.050 19.289 12.115  C188 1.090
206 H -16.937 21.055 12.346  C188 1.090
207 H -17.905 21.404 14.939  C189 1.090
208 H -16.828 20.596 16.261  C189 1.090
209 H -18.192 19.820 15.615  C189 1.090
210 H -14.805 22.013 14.955  O191 0.960
211 C -29.154 22.426 13.331  C212 1.522, H222 1.090, H223 1.090, H224 1.090
212 C -29.656 21.052 12.910  C211 1.522, C213 1.603, C214 1.539, N220 1.484
213 C -30.545 21.289 11.598  C212 1.603, H225 1.090, H226 1.090, H227 1.090
214 C -28.425 20.254 12.447  C212 1.539, C215 1.563, H228 1.090, H229 1.090
215 C -27.641 19.668 13.665  C214 1.563, C216 1.444, H230 1.090, H231 1.090
216 C -28.502 18.892 14.526  C215 1.444, C217 1.476, H232 1.090, H233 1.090
217 C -29.772 19.480 14.996  C216 1.476, C218 1.514, C219 1.536, N220 1.505
218 C -30.576 18.265 15.406  C217 1.514, H234 1.090, H235 1.090, H236 1.090
219 C -29.315 20.227 16.258  C217 1.536, H237 1.090, H238 1.090, H239 1.090
220 N -30.435 20.324 13.942  C212 1.484, C217 1.505, O221 1.361
221 O -31.513 20.991 14.438  N220 1.361, H240 0.960
222 H -28.413 22.703 12.581  C211 1.090
223 H -29.889 23.232 13.333  C211 1.090
224 H -28.596 22.350 14.264  C211 1.090
225 H -30.723 20.355 11.067  C213 1.090
226 H -31.501 21.687 11.939  C213 1.090
227 H -30.034 21.849 10.815  C213 1.090
228 H -28.693 19.442 11.770  C214 1.090
229 H -27.641 20.846 11.974  C214 1.090
230 H -26.713 19.189 13.352  C215 1.090
231 H -27.361 20.410 14.414  C215 1.090
232 H -27.871 18.576 15.356  C216 1.090
233 H -28.622 18.036 13.861  C216 1.090
234 H -31.560 18.539 15.786  C218 1.090
235 H -29.965 17.862 16.213  C218 1.090
236 H -30.663 17.479 14.656  C218 1.090
237 H -28.863 21.179 15.978  C219 1.090
238 H -28.880 19.545 16.988  C219 1.090
239 H -30.171 20.673 16.766  C219 1.090
240 H -32.253 20.521 14.047  O221 0.960
241 C -21.280 21.710 13.881  C242 1.519, H252 1.090, H253 1.090, H254 1.090
242 C -22.199 20.591 14.342  C241 1.519, C243 1.546, C244 1.619, N250 1.520
243 C -23.601 21.162 14.658  C242 1.546, H255 1.090, H256 1.090, H257 1.090
244 C -22.345 19.648 13.034  C242 1.619, C245 1.570, H258 1.090, H259 1.090
245 C -22.750 18.159 13.323  C244 1.570, C246 1.557, H260 1.090, H261 1.090
246 C -21.902 17.481 14.439  C245 1.557, C247 1.596, H262 1.090, H263 1.090
247 C -21.899 18.357 15.774  C246 1.596, C248 1.601, C249 1.551, N250 1.500
248 C -23.335 18.076 16.423  C247 1.601, H264 1.090, H265 1.090, H266 1.090
249 C -20.785 17.746 16.663  C247 1.551, H267 1.090, H268 1.090, H269 1.090
250 N -21.605 19.802 15.497  C242 1.520, C247 1.500, O251 1.328
251 O -21.574 20.574 16.578  N250 1.328, H270 0.960
252 H -21.515 22.093 12.888  C241 1.090
253 H -21.228 22.575 14.542  C241 1.090
254 H -20.283 21.279 13.779  C241 1.090
255 H -23.887 22.044 14.085  C243 1.090
256 H -24.467 20.503 14.604  C243 1.090
257 H -23.695 21.475 15.698  C243 1.090
258 H -23.156 19.898 12.351  C244 1.090
259 H -21.390 19.697 12.510  C244 1.090
260 H -23.784 18.029 13.645  C245 1.090
261 H -22.727 17.596 12.390  C245 1.090
262 H -20.906 17.245 14.063  C246 1.090
263 H -22.363 16.526 14.690  C246 1.090
264 H -24.045 18.640 15.818  C248 1.090
265 H -23.324 18.568 17.395  C248 1.090
266 H -23.622 17.027 16.502  C248 1.090
267 H -19.766 17.874 16.296  C249 1.090
268 H -20.930 16.696 16.917  C249 1.090
269 H -20.724 18.226 17.640  C249 1.090
270 H -20.633 20.720 16.696  O251 0.960

Atomic partial charges in e from the Löwdin method, atoms 1 to 99: C -0.025; C -0.392; C -0.010; C -0.173; C -0.172; C -0.111; C -0.474; C -0.056; C -0.027; N -0.089; O -0.033; H 0.061; H 0.069; H 0.075; H 0.071; H 0.055; H 0.049; H 0.106; H 0.116; H 0.096; H 0.092; H 0.110; H 0.110; H 0.084; H 0.054; H 0.083; H 0.071; H 0.081; H 0.071; H 0.101; C -0.009; C -0.449; C -0.045; C -0.132; C -0.192; C -0.157; C -0.443; C -0.094; C 0.003; N -0.072; O -0.025; H 0.075; H 0.057; H 0.058; H 0.047; H 0.071; H 0.086; H 0.110; H 0.114; H 0.116; H 0.106; H 0.123; H 0.108; H 0.087; H 0.065; H 0.096; H 0.068; H 0.074; H 0.062; H 0.062; C -0.057; C -0.531; C -0.015; C -0.146; C -0.160; C -0.156; C -0.409; C -0.047; C -0.025; N -0.081; O -0.031; H 0.094; H 0.061; H 0.088; H 0.092; H 0.059; H 0.079; H 0.121; H 0.123; H 0.108; H 0.107; H 0.106; H 0.112; H 0.077; H 0.062; H 0.082; H 0.074; H 0.078; H 0.040; H 0.066; C -0.012; C -0.493; C -0.041; C -0.140; C -0.156; C -0.127; C -0.470; C -0.025; C -0.016